# 1
ORCA calculation (the ωB97M-V functional and the def2-TZVPD basis) on one molecule with the formula C8H4ClN5 at a distorted geometry.

Last column: natural (NBO) charge in e.
Cartesian coordinates (Å):
C: -3.083 -1.455 0.499  0.237
C: -1.780 1.776 -0.558  0.215
C: 0.352 -0.902 -0.301  0.234
C: 2.169 0.039 0.146  0.381
C: -0.988 -1.104 -0.489  -0.121
C: -2.217 -0.517 -0.032  -0.145
C: -2.635 0.797 -0.011  -0.044
C: 3.179 0.919 0.632  -0.691
N: -3.708 -2.305 0.906  -0.230
N: -1.060 2.452 -1.098  -0.216
N: 1.356 -1.697 -0.936  -0.133
N: 2.451 -1.175 -0.693  -0.147
N: 0.941 0.179 0.302  -0.454
Cl: -4.205 1.259 0.550  0.115
H: -1.200 -2.050 -0.979  0.247
H: 3.334 1.085 1.638  0.256
H: 4.210 0.811 0.082  0.239
H: 2.885 1.888 0.343  0.257

Values from the calculation:
**Multiplicity**: 1
**LUMO energy**: -2.31 eV
**Relative energy (zero: lowest compared OMol25 entry of this formula, charge and spin)**: 117.2 kJ/mol
**SMILES**: CC1=N/C(=C\C(C#N)=C(\Cl)C#N)N=N1
**Net charge**: 0
**HOMO level**: -0.3703 hartree

=====

# 2
ORCA calculation (the ωB97M-V functional and the def2-TZVPD basis) on C15H15CdN3P as an isolated structure at a distorted geometry.

Last column: natural (NBO) charge in e.
Cartesian coordinates (Å):
C: 0.185 -0.390 -5.207  -0.380
C: -0.920 -1.249 -5.478  -0.369
C: -0.653 -2.497 -4.827  -0.361
C: 0.647 -2.449 -4.242  -0.384
C: 1.156 -1.131 -4.441  -0.384
Cd: 0.617 1.457 -2.032  0.207
P: -0.586 3.622 -2.252  -0.126
H: 0.292 0.650 -5.510  0.183
H: -1.802 -0.993 -6.074  0.179
H: -1.309 -3.360 -4.824  0.174
H: 2.122 -0.751 -4.089  0.193
H: 1.180 -3.265 -3.748  0.174
H: -1.812 3.604 -1.493  -0.039
H: -1.025 3.736 -3.615  0.034
H: -0.015 4.914 -1.974  0.015
N: -0.163 1.501 7.989  -0.325
C: -0.122 1.137 6.877  0.285
C: -0.086 0.679 5.512  -0.216
C: -0.971 1.236 4.573  -0.124
C: -0.953 0.786 3.255  -0.265
C: -0.068 -0.235 2.889  0.269
C: 0.800 -0.818 3.815  -0.258
C: 0.804 -0.335 5.129  -0.136
N: 0.043 -0.545 1.518  -0.384
C: 0.722 -1.638 0.958  -0.103
C: 0.822 -1.402 -0.375  -0.033
N: 0.201 -0.182 -0.653  -0.594
C: -0.315 0.270 0.504  0.166
H: -1.663 2.018 4.879  0.230
H: -1.627 1.220 2.513  0.228
H: 1.493 -1.606 3.516  0.232
H: 1.494 -0.749 5.860  0.230
H: 1.104 -2.432 1.568  0.213
H: 1.271 -1.998 -1.162  0.261
H: -0.864 1.195 0.640  0.208

Values from the calculation:
**Multiplicity**: 1
**LUMO energy (alpha / beta)**: 1.44 / 1.44 eV
**Net charge**: -1
**HOMO level (alpha / beta)**: -0.0592 / -0.0593 hartree

=====

# 3
ORCA calculation (the ωB97M-V functional and the def2-TZVPD basis) on one molecule with the formula C2H7NS at a distorted geometry.

Last column: natural (NBO) charge in e.
Cartesian coordinates (Å):
C: 0.597 0.561 -1.517  -0.740
S: -0.338 -0.923 -1.019  0.155
H: 0.536 0.510 -2.593  0.231
H: 1.622 0.498 -1.131  0.209
H: 0.223 1.461 -1.030  0.222
C: -0.883 -0.330 0.625  -0.343
N: 0.158 -0.242 1.614  -0.856
H: -1.760 -0.898 0.952  0.212
H: -1.278 0.671 0.446  0.183
H: 1.084 -0.445 1.253  0.365
H: 0.039 -0.863 2.401  0.364

Values from the calculation:
**Multiplicity**: 1
**LUMO energy**: 1.05 eV
**Relative energy (zero: lowest compared OMol25 entry of this formula, charge and spin)**: 24.6 kJ/mol
**SMILES**: CSCN
**Net charge**: 0
**HOMO level**: -0.3179 hartree

=====

# 4
ORCA calculation (the ωB97M-V functional and the def2-TZVPD basis) on a 2-piece molecular cluster, C3H7NOS overall at a distorted geometry.

Last column: natural (NBO) charge in e.
Cartesian coordinates (Å):
C: -1.400 -0.145 -0.475  -0.700
C: 2.472 1.427 -1.118  -0.433
C: -0.658 0.027 0.800  0.050
N: -0.582 -0.832 1.697  -0.124
O: -1.407 -1.993 1.398  -0.613
S: 2.779 0.052 -0.284  0.076
H: -2.265 -0.813 -0.366  0.253
H: -0.715 -0.694 -1.169  0.238
H: -1.590 0.841 -0.955  0.221
H: 2.532 1.495 -2.114  0.174
H: 2.224 2.296 -0.533  0.186
H: -0.045 0.876 0.953  0.196
H: -1.344 -2.538 2.167  0.476

Values from the calculation:
**Multiplicity**: 1
**LUMO energy**: -0.63 eV
**Relative energy (zero: lowest compared OMol25 entry of this formula, charge and spin)**: 370.2 kJ/mol
**SMILES**: C/C=N\O.C=S
**Net charge**: 0
**HOMO level**: -0.3323 hartree

=====

# 5
ORCA calculation (the ωB97M-V functional and the def2-TZVPD basis) on C6H26NO7 as an isolated structure at a distorted geometry.

Last column: natural (NBO) charge in e.
Cartesian coordinates (Å):
C: 2.309 0.568 0.942  -0.423
C: 2.058 1.768 1.854  -0.606
C: 0.984 -0.149 0.660  -0.315
N: 1.044 -1.003 -0.530  -0.030
C: 1.929 -2.163 -0.333  -0.451
C: -0.276 -1.418 -0.974  -0.293
C: -1.028 -0.263 -1.709  -0.067
O: -1.523 0.682 -0.822  -0.840
H: 2.747 0.928 0.011  0.228
H: 3.040 -0.094 1.413  0.202
H: 1.543 1.488 2.775  0.206
H: 3.016 2.199 2.165  0.219
H: 1.471 2.543 1.370  0.226
H: 0.190 0.595 0.518  0.265
H: 0.684 -0.757 1.530  0.289
H: 2.942 -1.799 -0.137  0.233
H: 1.965 -2.757 -1.244  0.228
H: 1.588 -2.760 0.518  0.251
H: -0.870 -1.761 -0.121  0.265
H: -0.168 -2.244 -1.676  0.222
H: -1.860 -0.713 -2.269  0.201
H: -0.379 0.250 -2.425  0.188
H: -1.933 0.131 0.286  0.497
H: -2.965 0.195 1.584  0.487
O: -2.250 -0.349 1.226  -1.091
H: 1.394 2.182 -2.239  0.504
H: 1.870 0.711 -2.259  0.440
O: 2.043 1.560 -2.651  -0.967
H: -0.422 2.097 -0.989  0.494
H: -0.647 3.294 -1.909  0.502
O: 0.032 2.902 -1.332  -0.998
H: -2.395 1.913 -1.581  0.494
H: -3.184 3.173 -1.236  0.462
O: -2.803 2.720 -2.001  -0.986
H: -2.031 -3.326 1.414  0.464
H: -2.737 -2.073 0.936  0.491
O: -2.858 -3.052 0.983  -0.975
H: -1.019 -1.973 3.476  0.483
H: -1.001 -1.310 2.098  0.505
O: -0.501 -1.936 2.679  -1.002

Values from the calculation:
**Multiplicity**: 2
**LUMO energy (alpha / beta)**: 0.31 / -4.16 eV
**Relative energy (zero: lowest compared OMol25 entry of this formula, charge and spin)**: 0.0 kJ/mol
**Net charge**: 0
**HOMO level (alpha / beta)**: -0.3728 / -0.3615 hartree